# 1
Molecular formula: C3H8N4
Method: DFT, ωB97M-V/def2-TZVPD

Positions of all 15 atoms, in Å:
C  -0.80493  -1.77795  1.86386
C  0.65642  0.03190  -2.42219
C  0.15130  1.46057  1.08997
N  -0.61311  -0.52596  2.12851
N  -0.10350  0.24056  -1.22869
N  -1.12958  -0.25773  -0.88581
N  -0.82928  0.56903  1.54690
H  -0.39890  -2.31484  2.72876
H  -0.93384  -2.28642  0.85255
H  1.31763  -0.87292  -2.22835
H  1.47089  0.79246  -2.67934
H  -0.04386  -0.10997  -3.29700
H  -0.23141  2.41254  0.82636
H  1.01443  1.55192  1.68117
H  0.47775  1.08679  0.02329

Force components x, y, z for each atom (eV/Å):
C 1.5 0.4 0.2
C 1.9 -1.3 -2.2
C 1.4 -0.9 -2.5
N 0.7 -0.7 -0.4
N -2.8 -1.0 0.2
N 2.1 0.5 -1.9
N -2.2 0.2 0.2
H -0.7 -0.7 -0.6
H -0.3 1.1 1.3
H -1.1 0.6 -0.4
H -1.7 -0.3 0.8
H 1.0 0.0 0.8
H -0.8 1.0 0.4
H 1.2 0.1 1.2
H 0.1 1.0 2.9

Values from the calculation:
Energy in Eh: -337.8860
Maximum force in eV/Å: 3.16
Multiplicity: 3
HOMO energy (spin up / spin down) in eV: -6.6 / -8.4
ΔE to the lowest compared entry with this formula, charge and spin in kcal per mole: 36.4



# 2
Molecular formula: C34H32BGaN5O2S3
Method: DFT, ωB97M-V/def2-TZVPD

Positions of all 78 atoms, in Å:
Ga  -0.45658  0.33641  0.51845
S  1.73611  0.25997  -0.68673
C  2.26958  1.71035  0.00272
N  3.46688  1.88542  0.48877
C  3.88922  3.20246  0.98123
C  3.32048  4.25565  0.07421
N  1.86311  4.10143  0.02901
C  1.03011  5.32288  0.09391
C  0.51432  5.56479  1.49441
C  1.40046  5.85408  2.52968
C  0.93422  6.04216  3.82000
C  -0.42636  5.95122  4.08461
C  -1.31446  5.67848  3.05659
C  -0.84549  5.48264  1.76503
C  1.32369  2.90185  0.02171
S  -0.34001  2.69927  0.02153
C  4.49439  0.82994  0.57566
C  5.60312  1.09512  -0.41107
C  6.89781  1.32170  0.03759
C  7.91863  1.57353  -0.87027
C  7.64511  1.60698  -2.22842
C  6.35096  1.38160  -2.68234
C  5.33405  1.12384  -1.77770
H  4.97663  3.22907  0.95537
H  3.55053  3.31248  2.01383
H  3.73416  4.17275  -0.93472
H  3.54693  5.24618  0.45761
H  0.20562  5.21532  -0.60943
H  1.66238  6.14103  -0.24860
H  2.46306  5.95256  2.33521
H  1.62943  6.26761  4.61747
H  -0.79141  6.09717  5.09230
H  -2.37473  5.60478  3.25683
H  -1.54316  5.25060  0.97006
H  4.00693  -0.12446  0.40062
H  4.85604  0.84701  1.60375
H  7.11202  1.29210  1.09985
H  8.92585  1.74304  -0.51411
H  8.43944  1.80316  -2.93594
H  6.13842  1.39711  -3.74305
H  4.32855  0.93044  -2.13630
O  -2.90137  2.23513  0.76416
S  -3.53191  1.03545  0.28059
O  -4.60062  0.44552  1.02422
N  -2.30347  -0.03563  0.10955
C  -2.58238  -1.38382  -0.17410
C  -3.76173  -1.92345  -0.61924
C  -3.87942  -3.31578  -0.83266
C  -2.84902  -4.17532  -0.59165
C  -1.61933  -3.65714  -0.12328
C  -0.50092  -4.44733  0.21152
C  0.63964  -3.86328  0.69672
C  0.68907  -2.47112  0.81800
N  -0.33503  -1.70746  0.48960
C  -1.49600  -2.26865  0.05600
C  -4.11486  1.32928  -1.36108
C  -5.47920  1.28823  -1.60162
C  -5.94448  1.55372  -2.88247
C  -5.04977  1.84948  -3.89925
C  -3.68312  1.88628  -3.64562
C  -3.20934  1.62792  -2.37125
H  -4.62539  -1.29886  -0.78793
H  -4.82835  -3.69894  -1.18290
H  -2.95841  -5.24140  -0.73770
H  -0.56164  -5.52234  0.09443
H  1.49907  -4.45148  0.98252
H  1.57406  -1.96681  1.18597
H  -6.15844  1.05086  -0.79400
H  -7.00682  1.52689  -3.08332
H  -5.41624  2.05138  -4.89693
H  -2.98914  2.11466  -4.44333
H  -2.14622  1.65346  -2.16534
B  2.55613  0.63940  3.75764
C  1.21075  0.61160  2.96292
N  0.26151  0.56195  2.29965
H  2.33735  0.32923  4.89694
H  3.00446  1.76245  3.65411
H  3.24326  -0.18370  3.18418

Force components x, y, z for each atom (eV/Å):
Ga 0.1 0.2 0.0
S -0.2 0.0 0.0
C 0.0 0.0 -0.1
N 0.0 0.0 0.0
C 0.0 0.0 0.0
C 0.0 0.0 0.0
N 0.0 0.0 0.0
C 0.0 0.0 0.0
C 0.0 0.0 0.0
C 0.0 0.0 0.0
C 0.0 0.0 0.0
C 0.0 0.0 0.0
C 0.0 0.0 0.0
C 0.0 0.0 0.0
C 0.0 0.0 0.0
S 0.0 -0.1 0.0
C 0.0 0.0 0.0
C 0.0 0.0 0.0
C 0.0 0.0 0.0
C 0.0 0.0 0.0
C 0.0 0.0 0.0
C 0.0 0.0 0.0
C 0.0 0.0 0.0
H 0.0 0.0 0.0
H 0.0 0.0 0.0
H 0.0 0.0 0.0
H 0.0 0.0 0.0
H 0.0 0.0 0.0
H 0.0 0.0 0.0
H 0.0 0.0 0.0
H 0.0 0.0 0.0
H 0.0 0.0 0.0
H 0.0 0.0 0.0
H 0.0 0.0 0.0
H 0.0 0.0 0.0
H 0.0 0.0 0.0
H 0.0 0.0 0.0
H 0.0 0.0 0.0
H 0.0 0.0 0.0
H 0.0 0.0 0.0
H 0.0 0.0 0.0
O 0.0 0.0 0.0
S 0.0 0.0 0.0
O 0.0 0.0 0.0
N 0.0 0.0 -0.1
C 0.0 0.0 0.0
C 0.0 0.0 0.0
C 0.0 0.0 0.0
C 0.0 0.0 0.0
C 0.0 0.0 0.0
C 0.0 0.0 0.0
C 0.0 0.0 0.0
C 0.0 0.0 0.0
N 0.0 -0.1 0.1
C 0.0 0.0 0.0
C 0.0 0.0 0.0
C 0.0 0.0 0.0
C 0.0 0.0 0.0
C 0.0 0.0 0.0
C 0.0 0.0 0.0
C 0.0 0.0 0.0
H 0.0 0.0 0.0
H 0.0 0.0 0.0
H 0.0 0.0 0.0
H 0.0 0.0 0.0
H 0.0 0.0 0.0
H 0.0 0.0 0.0
H 0.0 0.0 0.0
H 0.0 0.0 0.0
H 0.0 0.0 0.0
H 0.0 0.0 0.0
H 0.0 0.0 0.0
B 0.0 0.0 0.0
C 0.0 0.0 0.0
N 0.0 -0.1 0.0
H 0.0 0.0 0.0
H 0.0 0.0 0.0
H 0.0 0.0 0.0

Values from the calculation:
Energy in Eh: -4883.1816
Charge: +1
Maximum force in eV/Å: 0.24
Multiplicity: 1
HOMO energy in eV: -11.0
ΔE to the lowest compared entry with this formula, charge and spin in kcal per mole: 0.0



# 3
Molecular formula: C3H13N3O
Method: DFT, ωB97M-V/def2-TZVPD

Positions of all 20 atoms, in Å:
N  0.09631  1.26719  0.93637
C  1.28250  0.40655  1.03059
C  1.93554  0.19733  -0.32738
N  3.12584  -0.62683  -0.15324
H  0.38471  2.21474  0.74306
H  -0.35235  1.30250  1.84048
H  2.02060  0.78659  1.74738
H  0.95659  -0.57101  1.40003
H  1.18632  -0.28415  -0.96361
H  2.20058  1.15456  -0.77745
H  2.90527  -1.48995  0.31455
H  3.60669  -0.84969  -1.01588
N  -3.03739  -0.48992  0.26188
C  -1.91682  -0.91288  -0.55693
O  -1.35610  0.18225  -1.22967
H  -3.57930  0.22036  -0.21467
H  -3.62192  -1.25127  0.56441
H  -1.15040  -1.37483  0.07379
H  -2.22286  -1.63694  -1.32028
H  -1.05134  0.77986  -0.49954

Force components x, y, z for each atom (eV/Å):
N 0.1 0.0 0.1
C 0.1 0.0 0.1
C -0.3 -0.5 0.0
N 0.4 0.4 0.1
H 0.1 0.2 -0.1
H -0.2 0.0 0.1
H 0.0 0.0 -0.1
H 0.0 0.0 0.0
H 0.0 0.2 -0.2
H 0.1 0.0 0.0
H -0.1 -0.2 0.0
H -0.2 0.1 0.0
N 0.3 0.5 0.4
C 0.0 -0.1 -0.5
O -0.4 0.3 0.5
H -0.1 -0.2 -0.1
H -0.2 -0.1 0.0
H -0.1 -0.2 0.2
H 0.2 0.0 -0.1
H 0.2 -0.4 -0.4

Values from the calculation:
Energy in Eh: -361.5883
Maximum force in eV/Å: 0.73
Multiplicity: 1
SMILES string: NCCN.NCO
HOMO energy in eV: -9.0
ΔE to the lowest compared entry with this formula, charge and spin in kcal per mole: 22.7



# 4
Molecular formula: C2H5O2P
Method: DFT, ωB97M-V/def2-TZVPD

Positions of all 10 atoms, in Å:
C  1.80926  -0.07680  0.16579
C  0.40235  -0.12664  0.59954
P  -1.14278  0.36298  -0.28730
O  -2.67977  0.14386  0.21694
O  -0.42759  -0.99226  -0.41358
H  2.30508  0.77784  0.48201
H  2.06859  -0.03171  -0.91157
H  2.27941  -0.95570  0.52097
H  -1.69261  0.60505  -1.49288
H  -2.92192  0.29339  1.12008

Force components x, y, z for each atom (eV/Å):
C -0.5 0.3 -2.5
C -1.3 -0.5 0.3
P -1.1 0.8 0.9
O 0.8 0.3 -0.1
O 1.1 -1.6 0.0
H 0.9 1.5 1.5
H -0.8 -0.4 0.0
H 0.5 -0.9 0.7
H 0.4 0.5 -1.8
H 0.1 0.0 1.0

Values from the calculation:
Energy in Eh: -570.9057
Maximum force in eV/Å: 2.57
Multiplicity: 1
SMILES string: CC1=[P@H](O)O1
HOMO energy (spin up / spin down) in eV: -7.8 / -7.8
ΔE to the lowest compared entry with this formula, charge and spin in kcal per mole: 81.1



# 5
Molecular formula: C36H70BeBr4CaN5O14SSi
Method: DFT, ωB97M-V/def2-TZVPD

Positions of all 133 atoms, in Å:
C  4.64572  -0.63687  2.43593
C  3.95339  -0.33397  1.20366
C  3.49226  1.14315  0.73921
C  2.39915  0.91682  -0.42113
C  2.58321  1.08488  -1.94662
C  3.90245  1.56352  -2.68245
C  4.32105  0.72359  -3.98654
C  4.84818  1.76805  -5.08713
C  3.69939  2.57464  -5.86972
C  3.41719  4.05935  -5.33331
C  2.33478  4.87638  -6.24920
C  1.24725  5.59648  -5.26437
C  0.78000  7.04415  -5.82911
N  1.26017  0.74156  -2.41803
C  0.80586  0.76182  -3.82930
C  -0.15740  2.02409  -4.08914
O  0.09859  3.06447  -3.44030
Br  -1.59617  1.83151  -5.42398
C  0.28482  0.38230  -1.42692
O  -1.04440  0.01141  -1.69962
C  -1.09293  -1.46913  -1.80201
C  -2.52632  -1.91069  -2.40082
C  -2.32082  -2.25646  -3.98100
N  1.01917  0.50920  -0.19985
C  0.26673  0.24298  1.06023
C  0.66864  -1.11358  1.81464
O  -0.41869  -1.38650  2.76482
Si  -0.03168  -0.81046  4.35694
C  -1.56548  -1.13724  5.50220
C  1.45392  -1.74401  5.11809
C  0.32292  1.06609  4.47728
H  5.77381  -0.46826  2.50027
H  4.10021  -1.08845  3.35036
H  3.67185  -1.22425  0.52049
H  4.42926  1.68639  0.32809
H  2.99850  1.73314  1.58891
H  4.75994  1.44407  -1.91524
H  3.83150  2.70405  -2.85817
H  3.54284  -0.02064  -4.36211
H  5.24246  0.08957  -3.68660
H  5.52606  2.52160  -4.53121
H  5.51424  1.27156  -5.88430
H  2.69254  2.03863  -5.94653
H  4.07474  2.69454  -6.95910
H  3.01795  4.12211  -4.26530
H  4.40708  4.64560  -5.40403
H  1.72832  4.10681  -6.84481
H  2.84078  5.67444  -6.88600
H  0.29250  4.94486  -5.21662
H  1.65242  5.77439  -4.21318
H  1.46720  7.44849  -6.64453
H  0.75349  7.80598  -4.96444
H  -0.29825  7.03031  -6.24748
H  0.25624  -0.23842  -4.01836
H  1.63634  0.81552  -4.60679
H  -1.05616  -1.86926  -0.71578
H  -0.20836  -1.88424  -2.40870
H  -3.23683  -0.99902  -2.38085
H  -2.97423  -2.79905  -1.83585
H  -3.02529  -3.12303  -4.27442
H  -2.58609  -1.31756  -4.58914
H  -1.24584  -2.59179  -4.19239
H  0.39468  1.18758  1.71703
H  -0.86109  0.19443  0.83278
H  1.65202  -1.06010  2.39180
H  0.64224  -1.95031  1.02288
H  -1.58974  -2.20728  5.91762
H  -1.39219  -0.43877  6.41219
H  -2.54626  -0.78970  5.02976
H  1.17692  -2.83776  5.28324
H  1.73588  -1.21089  6.08612
H  2.32813  -1.67895  4.38500
H  1.43432  1.25113  4.24848
H  -0.31146  1.71646  3.76117
H  0.13249  1.46549  5.52912
C  -1.75535  -6.15597  5.92268
C  -2.13969  -5.25464  7.05831
O  -1.50385  -4.24645  7.33866
N  -3.24070  -5.58533  7.79424
C  -4.11871  -6.71988  7.63392
H  -0.86215  -5.76256  5.43428
H  -1.53161  -7.15824  6.29565
H  -2.57732  -6.19396  5.17712
H  -3.43078  -4.92850  8.53427
H  -5.12225  -6.34898  7.45674
H  -4.10782  -7.29832  8.56736
H  -3.82000  -7.36044  6.80743
C  -9.93699  -5.33741  8.38250
C  -10.12560  -6.03412  9.73422
C  -8.93754  -6.98015  9.93053
S  -7.57868  -6.26814  9.01243
O  -7.24284  -7.15325  7.93287
O  -6.56853  -5.76518  9.96094
C  -8.48335  -4.88311  8.34986
H  -10.62156  -4.49630  8.26139
H  -10.12606  -6.04744  7.57134
H  -10.13687  -5.28387  10.53273
H  -11.07224  -6.57490  9.77997
H  -8.66036  -7.06596  10.98305
H  -9.14020  -7.97023  9.51833
H  -8.12629  -4.65135  7.34567
H  -8.32250  -4.02882  9.01298
O  0.01757  1.52829  -8.66438
H  -0.46685  1.82779  -7.89502
Be  -11.10712  -7.04853  11.78702
N  6.45719  3.40073  -1.63338
O  5.83340  4.20591  -2.34279
O  5.98664  3.04281  -0.53546
O  7.54469  2.95185  -2.01572
Br  -4.34775  -6.51147  4.36576
C  6.97569  4.62979  -7.31771
C  6.14378  5.84840  -7.61865
O  5.55163  6.44227  -6.73686
C  6.07317  6.30333  -9.05225
H  6.93470  4.41886  -6.24643
H  6.58125  3.76731  -7.85988
H  8.01523  4.81046  -7.59918
H  5.63873  5.51529  -9.67128
H  7.07257  6.55851  -9.41097
H  5.43987  7.19061  -9.11964
Br  -3.17187  7.61303  -8.70022
C  -3.81625  6.00722  -7.80295
C  -2.67072  5.16815  -7.29313
Br  -1.81620  4.18269  -8.74200
H  -4.45530  5.48120  -8.51161
H  -4.42454  6.37136  -6.97251
H  -3.03312  4.40326  -6.60369
H  -1.89181  5.75266  -6.80302
N  6.41910  -2.72975  4.15513
O  6.49569  -3.66026  3.34221
O  5.81211  -2.88583  5.22368
O  6.94789  -1.63299  3.89547
Ca  -4.96816  -5.15403  11.18428

Force components x, y, z for each atom (eV/Å):
C -0.4 0.4 -1.0
C -0.1 -0.1 1.0
C 0.0 -1.4 -1.4
C -0.1 0.5 -3.5
C -2.0 -0.9 5.1
C -0.5 -0.2 0.6
C 1.4 0.4 0.0
C -0.1 0.2 -0.2
C 0.2 0.9 -0.4
C 0.2 0.7 -0.9
C -0.6 -0.6 1.6
C -0.4 0.7 -1.0
C -0.5 0.2 0.4
N -0.6 -0.1 0.2
C -1.2 -0.9 -1.2
C 2.3 3.0 3.1
O -1.8 -4.3 -3.1
Br 1.0 0.1 1.0
C 4.0 1.4 0.2
O 3.7 0.2 0.5
C -1.4 -1.7 1.2
C 0.8 0.7 -1.4
C -0.7 -0.2 0.5
N -1.2 -0.4 -2.7
C -0.1 0.8 1.3
C -1.2 0.1 -0.3
O 1.9 1.1 0.3
Si -1.3 -0.6 1.2
C 0.2 0.5 0.6
C 0.1 0.1 -0.6
C 0.4 1.1 -0.7
H -1.6 1.0 0.7
H 1.3 -0.5 -1.9
H -0.6 1.4 1.5
H -1.5 -0.3 0.4
H 1.0 -1.0 -1.1
H -1.6 0.2 -1.0
H 0.0 -1.9 0.1
H 0.9 1.2 0.4
H -1.6 0.9 -0.4
H -1.0 -1.1 -0.9
H -1.1 0.4 1.4
H 1.4 0.3 0.1
H -0.8 -0.2 1.7
H 0.8 -0.4 -1.3
H -1.5 -0.9 0.5
H 1.1 1.3 0.3
H -0.7 -1.3 0.7
H 1.7 0.9 0.2
H -0.4 -0.5 -1.4
H -0.9 -0.6 1.1
H 0.1 -1.1 -1.4
H 1.8 0.0 0.5
H 0.7 1.8 0.1
H -0.8 0.1 1.4
H 0.3 0.6 -1.7
H -1.3 0.8 0.9
H 1.1 -1.6 0.4
H 0.8 1.4 -0.7
H 1.1 1.5 0.3
H 0.6 -1.6 0.7
H -1.6 0.5 0.2
H -0.1 -1.7 -0.9
H 1.9 -0.1 0.1
H -1.0 0.0 -1.2
H 0.4 1.1 1.3
H -0.2 1.5 -0.8
H -0.3 -1.1 -1.3
H 1.2 -0.8 0.6
H 0.5 1.5 -0.1
H -0.3 -0.9 -1.2
H -0.9 -0.3 1.2
H -1.5 -0.1 0.3
H 1.0 -1.0 1.1
H 0.3 -0.7 -1.3
C 0.7 0.2 0.3
C 0.8 0.5 -0.4
O -0.3 -0.1 0.2
N 0.2 -0.2 0.1
C -0.1 0.3 0.6
H -0.1 0.1 0.2
H -0.2 -0.1 -0.1
H 0.5 -0.1 0.5
H 0.1 0.3 -0.2
H -0.1 -0.3 -0.3
H -0.1 -0.4 0.1
H -0.1 0.1 0.1
C -0.1 -0.3 -0.2
C 0.3 0.6 -0.7
C -0.1 -0.1 0.6
S -2.7 -1.0 -2.5
O 0.6 0.4 1.0
O 1.1 0.3 0.9
C 0.1 0.7 0.0
H 0.1 -0.1 0.0
H 0.0 0.1 0.0
H 0.0 0.0 -0.1
H 0.1 0.1 -0.3
H 0.1 -0.2 -0.1
H 0.3 0.1 -0.1
H 0.2 -0.1 0.1
H 0.0 0.0 -0.1
O 0.3 -0.1 -0.4
H -0.3 0.2 0.5
Be -0.6 -0.5 1.4
N 0.4 0.4 -0.7
O -0.2 -0.2 0.2
O -0.3 -0.4 0.4
O -0.3 -0.1 0.2
Br -1.3 -0.1 -0.7
C -0.1 0.0 0.4
C -0.3 0.4 0.5
O 0.2 -0.3 -0.5
C -0.2 0.3 0.1
H 0.0 0.1 -0.1
H 0.2 0.0 -0.1
H -0.1 -0.1 -0.1
H 0.2 0.0 -0.1
H 0.0 -0.2 -0.1
H 0.1 -0.1 0.0
Br 0.0 -0.1 0.0
C 0.0 0.3 0.1
C 0.0 -0.3 0.0
Br 0.1 0.0 0.1
H 0.2 0.0 0.1
H 0.1 -0.1 -0.1
H 0.0 0.1 -0.1
H -0.2 0.0 -0.1
N -0.2 -0.7 0.2
O 0.0 0.3 0.0
O 0.0 0.2 -0.2
O 0.0 0.3 -0.2
Ca 0.4 -0.2 -0.4

Values from the calculation:
Energy in Eh: -14415.5843
Charge: +1
Maximum force in eV/Å: 5.62
Multiplicity: 1
HOMO energy in eV: -8.3



# 6
Molecular formula: C5H10N
Method: DFT, ωB97M-V/def2-TZVPD

Positions of all 16 atoms, in Å:
C  -1.60600  1.02311  0.00936
C  -0.40079  0.15982  0.03678
N  -0.68824  -1.44702  0.15860
C  0.80846  0.54325  -0.77646
C  1.85805  -0.35460  -0.08835
C  0.97990  0.50171  0.75090
H  -2.24253  1.14319  0.92083
H  -2.26541  0.64525  -0.81102
H  -1.33023  2.15280  -0.25566
H  -1.30193  -1.86539  -0.49239
H  -0.90013  -1.69267  1.05776
H  0.23309  -1.84690  -0.10508
H  0.78360  1.27419  -1.56702
H  2.90933  0.01125  -0.24483
H  1.86605  -1.43954  -0.12573
H  1.29678  1.19155  1.53230

Force components x, y, z for each atom (eV/Å):
C -1.2 2.3 -0.6
C 3.1 -0.3 1.3
N 2.7 2.4 -2.8
C -0.5 -1.7 1.7
C 1.0 1.6 -1.3
C -1.7 -0.4 -1.4
H 0.8 -0.6 -0.5
H 0.4 0.5 0.6
H -0.3 -2.6 0.4
H -1.4 -0.2 -0.9
H -0.8 -0.8 3.0
H -0.5 0.1 0.5
H 0.5 0.1 0.1
H -1.1 -0.3 0.4
H -0.2 -0.1 0.0
H -0.5 0.0 -0.4

Values from the calculation:
Energy in Eh: -250.9186
Charge: +1
Maximum force in eV/Å: 4.59
Multiplicity: 1
SMILES string: C[C@@]1([NH3+])[C@@H]2C[C@@H]21
HOMO energy in eV: -14.7
ΔE to the lowest compared entry with this formula, charge and spin in kcal per mole: 54.4